No. 1
{"formula": "C42H32F9NO6PSW", "method": "ωB97M-V/def2-TZVPD", "species": ["W", "O", "C", "C", "O", "C", "C", "O", "C", "O", "O", "C", "S", "O", "C", "C", "C", "C", "C", "C", "H", "H", "H", "H", "H", "H", "H", "H", "C", "N", "C", "C", "C", "C", "C", "C", "C", "C", "H", "H", "H", "H", "H", "H", "H", "H", "H", "H", "H", "H", "F", "C", "F", "F", "C", "C", "C", "C", "C", "C", "P", "C", "C", "C", "C", "C", "C", "C", "F", "F", "F", "C", "C", "C", "C", "C", "C", "C", "F", "F", "F", "H", "H", "H", "H", "H", "H", "H", "H", "H", "H", "H", "H"], "positions_angstrom": [[-0.3420, -1.2126, 0.4805], [1.5452, -6.2427, 3.4490], [1.2554, -5.2186, 2.8643], [-0.3250, -4.7304, 2.8813], [-1.2372, -5.0372, 3.5620], [-0.1323, -3.5244, 2.1022], [1.1310, -3.3967, 1.4529], [1.2493, -2.5747, 0.4315], [2.1270, -4.3264, 1.9720], [3.3228, -4.5374, 1.6450], [-0.9499, -2.4463, 1.9577], [-0.6331, -2.9628, -3.6238], [-0.9181, -3.1414, -1.7976], [-0.9239, -1.4888, -1.3117], [-2.6518, -3.4666, -1.7437], [-3.1980, -4.3303, -2.6527], [-4.6095, -4.3892, -2.6741], [-5.4000, -3.6791, -1.8387], [-4.7873, -2.8332, -0.8339], [-3.3973, -2.7622, -0.7950], [-1.5548, -2.3571, -3.8843], [-0.4647, -3.9427, -4.0604], [0.2297, -2.2650, -3.8392], [-2.5944, -4.9504, -3.3357], [-5.0870, -5.0116, -3.4208], [-6.4786, -3.6653, -1.9717], [-5.4551, -2.4135, -0.0921], [-2.9035, -2.1335, -0.0337], [-4.0251, 2.9528, -1.9474], [-3.9170, 1.5449, -1.4026], [-4.5393, 0.5885, -2.2991], [-2.5659, 1.2177, -0.9706], [-2.6000, 1.0836, 0.5781], [-3.3649, 2.0388, 1.2912], [-3.6753, 1.9702, 2.6309], [-3.1254, 0.8261, 3.3297], [-2.3408, -0.0947, 2.7146], [-2.0116, 0.0628, 1.3107], [-5.0337, 3.2401, -2.2585], [-3.3923, 3.0693, -2.8048], [-3.7428, 3.7390, -1.2188], [-4.1278, 0.6324, -3.2827], [-5.6406, 0.8653, -2.3262], [-4.4096, -0.4113, -1.8250], [-1.8224, 1.9393, -1.3887], [-2.2946, 0.2240, -1.3034], [-3.7435, 2.8938, 0.6842], [-4.2837, 2.7294, 3.1110], [-3.3799, 0.6457, 4.4071], [-2.0926, -1.0113, 3.2409], [-1.7489, 6.2766, 1.1873], [-0.4791, 6.3055, 0.6095], [-0.7589, 6.9741, -0.6148], [0.3090, 7.1183, 1.4271], [0.1309, 4.9840, 0.5527], [0.7727, 4.4706, 1.6925], [1.0305, 3.1116, 1.7389], [1.1169, 2.3530, 0.5822], [0.6733, 2.9232, -0.6278], [0.0486, 4.1605, -0.5966], [1.5206, 0.5194, 0.5691], [2.8301, 0.1760, 1.8271], [4.0661, -0.3711, 1.4885], [5.0837, -0.3609, 2.4142], [4.8047, -0.1974, 3.8007], [3.4650, 0.0904, 4.1442], [2.4888, 0.2968, 3.1673], [5.8762, 0.1701, 4.7952], [6.9525, -0.6769, 4.7827], [5.4211, 0.2482, 6.0933], [6.4349, 1.3798, 4.5459], [2.3686, 0.3272, -1.0409], [3.2033, 1.4205, -1.3498], [4.0378, 1.3835, -2.4431], [3.8895, 0.3791, -3.4195], [2.9855, -0.7166, -3.1431], [2.2133, -0.6699, -2.0084], [4.7886, 0.2065, -4.6421], [5.9161, -0.5867, -4.3623], [5.2795, 1.3370, -5.1964], [4.1208, -0.4874, -5.5825], [1.0070, 5.1220, 2.5650], [1.1610, 2.7017, 2.7515], [0.8419, 2.4183, -1.5698], [-0.4739, 4.5363, -1.4612], [4.4003, -0.6944, 0.4759], [6.0936, -0.5940, 2.0549], [3.1058, 0.0688, 5.1610], [1.5744, 0.8360, 3.4457], [3.3434, 2.2060, -0.6152], [4.7571, 2.1757, -2.6341], [3.0391, -1.4277, -3.9350], [1.6206, -1.5997, -1.7900]], "forces_ev_per_angstrom": [[-1.40, 0.85, 2.55], [0.28, 1.86, -1.01], [-1.44, -3.24, 1.82], [3.35, 1.90, -0.17], [-0.92, -1.20, 0.47], [1.63, 2.01, -1.43], [-1.60, -0.82, 0.00], [0.13, 0.52, 0.92], [2.71, -1.50, -1.25], [-3.80, 1.06, 1.19], [0.56, -0.20, -1.49], [-0.64, 2.36, 0.67], [1.06, 1.13, -0.38], [-0.38, -2.00, -1.06], [0.25, 0.60, 0.19], [-0.88, -0.44, -0.42], [0.92, -1.15, -1.30], [0.44, 2.17, 1.76], [-0.35, -1.95, -1.12], [-0.73, 0.52, 0.69], [0.94, -1.23, -0.39], [-0.36, 0.04, -0.08], [-0.63, -1.00, 0.72], [-0.45, 0.49, 0.34], [0.12, -0.10, 0.00], [0.19, -0.21, 0.23], [0.41, 0.46, 0.00], [-0.47, -0.33, -0.46], [-0.14, -0.61, 1.09], [-0.29, 2.05, -0.69], [-1.31, 0.20, 1.77], [-0.20, 0.04, 1.03], [0.08, 1.02, 0.54], [-0.59, 1.19, -1.07], [1.48, -1.71, 0.14], [-1.59, 1.33, 1.40], [0.14, 0.07, -1.66], [1.34, -1.52, -0.22], [-0.06, -0.58, 0.13], [0.58, 0.11, -0.77], [0.08, -0.70, -0.12], [0.33, -0.24, -1.10], [1.22, -0.65, -0.20], [-0.29, 0.58, -0.68], [-0.33, -0.38, 0.52], [0.03, -0.07, -0.50], [0.11, -0.78, 0.73], [0.13, -0.20, 0.03], [0.14, 0.35, -1.11], [0.33, 0.31, -0.05], [1.83, -0.28, -0.41], [-2.07, 3.64, 0.31], [1.43, -1.55, 2.22], [-1.36, -0.81, -1.63], [0.94, -2.26, -0.70], [-0.74, 1.05, 0.04], [0.63, -0.38, 1.06], [-0.70, -0.78, -0.30], [0.03, 0.08, 0.56], [0.18, 0.72, 0.64], [0.38, 0.25, -0.36], [-0.99, -0.78, -0.53], [0.81, 0.35, -1.31], [0.63, -0.85, 1.62], [-1.18, 1.54, -1.12], [0.12, -0.83, -0.12], [0.51, 1.16, 0.07], [1.79, -0.28, 1.55], [-1.25, 0.19, -0.03], [0.18, -0.44, -1.55], [-0.81, -0.29, -0.33], [0.06, 1.42, -0.70], [0.56, -1.02, 0.87], [0.12, -0.03, -2.07], [-0.44, -1.14, 1.55], [1.91, 3.12, -1.00], [-0.52, -2.25, 1.03], [1.58, -0.78, -0.18], [-1.60, 1.17, 0.07], [-0.76, -0.68, 0.70], [0.11, 0.47, -0.03], [-0.61, -0.70, -0.71], [0.44, 0.06, -0.73], [-0.41, -0.09, 0.01], [0.13, 0.10, -0.25], [-0.86, 0.56, 0.67], [-0.37, 0.11, 0.41], [0.45, 0.49, 0.31], [0.10, -0.89, 0.10], [-0.05, 0.04, -0.16], [-0.11, -0.03, 0.18], [-0.75, -1.02, 0.12], [0.50, 1.21, -0.08]], "lowdin_charge": [1.523, 0.159, -0.176, -0.265, 0.181, -0.205, -0.281, -0.232, -0.226, 0.112, -0.210, -0.168, 1.140, -0.652, -0.435, -0.066, -0.065, -0.033, -0.016, -0.081, 0.096, 0.067, 0.074, 0.128, 0.120, 0.122, 0.123, 0.085, -0.070, -0.266, -0.087, -0.172, -0.231, -0.056, -0.043, -0.095, -0.141, -0.239, 0.085, 0.066, 0.077, 0.068, 0.112, 0.068, 0.111, 0.061, 0.105, 0.105, 0.117, 0.084, 0.101, -0.432, 0.083, 0.099, -0.104, 0.024, -0.057, -0.309, -0.090, 0.021, 1.059, -0.328, -0.064, 0.017, -0.061, 0.016, -0.080, -0.517, 0.123, 0.115, 0.138, -0.352, -0.093, 0.019, -0.053, 0.018, -0.082, -0.511, 0.096, 0.149, 0.127, 0.150, 0.110, 0.109, 0.126, 0.137, 0.141, 0.127, 0.105, 0.121, 0.135, 0.112, 0.084], "spin_multiplicity": 3, "s2": 2.025, "total_charge": 1, "homo_ev": [-10.736, -10.737], "gap_ev": [6.4, 6.4]}

---

No. 2
{"formula": "C42H34AuNOS4Sb", "method": "ωB97M-V/def2-TZVPD", "species": ["Au", "S", "C", "C", "C", "C", "C", "C", "S", "H", "H", "H", "H", "O", "S", "C", "C", "C", "C", "C", "C", "C", "C", "C", "C", "C", "C", "H", "H", "H", "H", "H", "H", "H", "H", "H", "H", "N", "C", "C", "C", "C", "C", "C", "H", "H", "H", "H", "H", "S", "Sb", "C", "C", "C", "C", "C", "C", "C", "C", "C", "C", "C", "C", "C", "C", "C", "C", "C", "C", "H", "H", "H", "H", "H", "H", "H", "H", "H", "H", "H", "H", "H", "H", "H"], "positions_angstrom": [[0.0870, 1.7285, -1.5988], [2.3832, 1.6410, -1.0888], [2.7660, 3.3250, -0.7234], [4.1049, 3.7167, -0.6217], [4.4531, 5.0332, -0.3564], [3.4559, 5.9890, -0.1935], [2.1226, 5.6106, -0.2810], [1.7606, 4.2827, -0.5313], [0.0462, 3.8526, -0.5674], [4.8739, 2.9638, -0.7654], [5.4982, 5.3136, -0.2877], [3.7136, 7.0264, -0.0116], [1.3347, 6.3485, -0.1611], [-0.7542, -0.4662, 1.4165], [-0.2264, 0.9374, 1.5856], [1.1275, 0.8400, 2.7527], [1.2788, -0.2922, 3.5316], [2.3410, -0.3464, 4.4269], [3.2374, 0.7129, 4.5165], [3.0877, 1.8291, 3.7016], [2.0307, 1.8946, 2.8048], [-1.4094, 1.7544, 2.6708], [-1.2076, 3.0673, 3.0777], [-2.1599, 3.6792, 3.8778], [-3.3082, 2.9884, 4.2509], [-3.5079, 1.6852, 3.8162], [-2.5563, 1.0598, 3.0143], [0.5793, -1.1127, 3.4203], [2.4745, -1.2256, 5.0444], [4.0672, 0.6603, 5.2124], [3.8031, 2.6412, 3.7506], [1.9246, 2.7392, 2.1279], [-0.3253, 3.6112, 2.7574], [-2.0101, 4.7020, 4.2023], [-4.0517, 3.4720, 4.8737], [-4.4105, 1.1518, 4.0915], [-2.6873, 0.0493, 2.6460], [-1.9146, 1.6516, -1.6853], [-2.6451, 2.0508, -2.7394], [-4.0638, 1.9726, -2.6230], [-4.8904, 2.3144, -3.6738], [-4.3476, 2.7457, -4.8870], [-2.9607, 2.8488, -5.0248], [-2.1225, 2.5213, -3.9782], [-4.4634, 1.6336, -1.6752], [-5.9659, 2.2479, -3.5570], [-4.9979, 2.9949, -5.7173], [-2.5368, 3.1916, -5.9611], [-1.0462, 2.5916, -4.0837], [0.0836, -0.2558, -2.8485], [0.3113, -1.9219, -0.9006], [0.9823, -3.3776, -2.3456], [0.1506, -4.3619, -2.8788], [0.5919, -5.1834, -3.9141], [1.8730, -5.0328, -4.4251], [2.7140, -4.0589, -3.8970], [2.2683, -3.2349, -2.8726], [1.4309, -2.9511, 0.7291], [2.7739, -2.5709, 0.7043], [3.6637, -3.0176, 1.6735], [3.2152, -3.8343, 2.7037], [1.8760, -4.1985, 2.7549], [0.9884, -3.7576, 1.7764], [-1.7204, -2.5770, -0.7966], [-2.2365, -3.2809, 0.2921], [-3.5582, -3.7159, 0.2961], [-4.3832, -3.4410, -0.7871], [-3.8865, -2.7110, -1.8602], [-2.5655, -2.2779, -1.8643], [-0.8565, -4.4884, -2.4953], [-0.0709, -5.9361, -4.3240], [2.2134, -5.6639, -5.2375], [3.7129, -3.9303, -4.2956], [2.9215, -2.4485, -2.5070], [3.1378, -1.9078, -0.0758], [4.7037, -2.7164, 1.6309], [3.9026, -4.1747, 3.4690], [1.5171, -4.8304, 3.5594], [-0.0382, -4.0863, 1.8378], [-1.6231, -3.4733, 1.1580], [-3.9419, -4.2679, 1.1469], [-5.4112, -3.7864, -0.7901], [-4.5294, -2.4721, -2.7000], [-2.1930, -1.6857, -2.6928]], "forces_ev_per_angstrom": [[0.17, 0.32, 0.03], [-0.05, -0.01, -0.26], [-0.04, 0.01, 0.07], [-0.04, -0.05, 0.02], [-0.05, -0.05, 0.01], [-0.09, -0.06, -0.01], [0.00, -0.06, 0.05], [0.04, 0.02, 0.05], [0.03, -0.02, -0.25], [-0.04, 0.06, 0.00], [-0.03, -0.02, -0.02], [-0.02, -0.04, 0.01], [0.06, -0.05, 0.00], [0.22, 0.42, 0.18], [-0.34, -0.63, -0.09], [0.05, 0.14, -0.01], [0.09, 0.00, 0.13], [-0.02, -0.01, -0.08], [-0.05, -0.03, -0.02], [-0.02, -0.02, 0.01], [0.00, -0.01, -0.10], [-0.04, -0.03, 0.01], [0.03, 0.02, -0.05], [0.01, -0.02, -0.01], [0.01, -0.06, -0.02], [0.07, -0.01, -0.06], [-0.05, 0.07, 0.09], [0.03, 0.01, -0.01], [0.01, -0.01, -0.01], [-0.03, 0.00, -0.03], [-0.02, -0.02, -0.02], [0.01, -0.07, 0.04], [-0.06, -0.04, 0.02], [-0.01, -0.03, -0.02], [0.02, -0.01, -0.03], [0.04, 0.02, 0.00], [0.01, 0.03, 0.02], [-0.48, 0.25, 0.00], [0.35, -0.11, 0.11], [-0.02, 0.02, -0.03], [0.11, 0.01, 0.01], [0.08, -0.03, 0.06], [-0.04, 0.00, 0.10], [-0.04, -0.03, -0.04], [0.01, -0.02, -0.02], [0.01, -0.02, -0.01], [0.02, 0.02, 0.03], [-0.01, -0.01, 0.00], [-0.03, 0.01, 0.00], [0.21, 0.11, 0.00], [0.07, -0.16, -0.08], [-0.09, 0.04, -0.20], [0.13, -0.01, 0.03], [0.04, 0.06, 0.10], [0.00, 0.04, 0.06], [-0.06, -0.04, 0.04], [-0.11, -0.05, -0.04], [-0.07, 0.23, 0.17], [-0.02, -0.14, 0.14], [-0.05, -0.02, 0.00], [-0.03, 0.06, -0.01], [0.02, 0.05, -0.07], [0.22, -0.07, -0.07], [-0.08, -0.08, 0.16], [-0.13, 0.08, -0.15], [0.06, 0.05, -0.07], [0.05, 0.02, -0.01], [0.01, -0.03, 0.05], [-0.04, -0.05, 0.06], [0.03, 0.02, -0.02], [-0.01, 0.00, 0.00], [0.00, 0.00, 0.01], [0.01, 0.01, -0.01], [-0.02, -0.02, -0.01], [-0.01, 0.02, 0.03], [-0.01, 0.01, 0.00], [0.00, 0.00, -0.01], [0.00, -0.01, 0.00], [0.01, 0.02, 0.02], [-0.02, 0.01, -0.01], [0.01, 0.02, -0.01], [0.03, 0.03, 0.00], [0.02, 0.00, 0.03], [0.00, -0.03, 0.02]], "lowdin_charge": [0.381, 0.481, -0.711, -0.146, -0.125, -0.125, -0.148, -0.709, 0.525, 0.091, 0.089, 0.088, 0.090, -0.582, 0.932, -0.360, -0.062, -0.078, -0.090, -0.074, -0.079, -0.344, -0.081, -0.083, -0.097, -0.081, -0.064, 0.107, 0.100, 0.097, 0.104, 0.103, 0.097, 0.101, 0.096, 0.100, 0.104, -0.101, -0.454, -0.041, -0.111, -0.109, -0.103, -0.056, 0.101, 0.092, 0.089, 0.096, 0.081, 0.023, 1.323, -0.373, -0.117, -0.101, -0.111, -0.099, -0.144, -0.310, -0.152, -0.096, -0.114, -0.105, -0.122, -0.361, -0.118, -0.097, -0.106, -0.090, -0.147, 0.088, 0.094, 0.092, 0.095, 0.090, 0.080, 0.098, 0.093, 0.094, 0.069, 0.064, 0.095, 0.093, 0.099, 0.043], "spin_multiplicity": 3, "s2": 2.064, "total_charge": -1, "homo_ev": [-3.989, -4.490], "gap_ev": [6.5, 6.4]}

---

Molecular weight across the listed records, respectively: 1064.582 1015.735 g mol⁻¹.
Calculated total energy across the listed records, respectively: -3830.87592 -3719.54255 a.u..
Largest force on an atom across the listed records, respectively: 4.20 0.73 eV Å⁻¹.